Molecular formula: C26H42BaClN6O8P
Method: DFT, ωB97M-V with the def2-TZVPD basis set

```
85
Properties=species:S:1:pos:R:3:forces:R:3
Ba -0.347717 -0.489097 1.031115 0.5 -0.6 -0.9
O 2.930754 1.539800 4.344631 -2.2 0.2 0.0
C 2.049519 0.725447 3.651682 0.3 0.3 -0.6
O 0.864029 0.916146 3.471797 0.6 0.4 0.7
C 2.773475 -0.369175 2.975385 0.7 -1.0 -0.3
C 4.146576 -0.359592 2.955553 0.7 0.8 0.1
C 4.862205 -1.284844 2.179171 -0.1 0.2 0.2
C 4.154133 -2.262080 1.535797 0.1 0.4 0.5
C 2.745469 -2.238641 1.658504 1.3 0.1 -0.1
N 2.061688 -1.323420 2.324021 0.0 0.5 0.0
C 2.106359 -3.315413 0.857259 -0.3 -1.1 -2.3
O 2.770490 -3.693386 -0.151764 -0.5 0.4 1.2
O 0.983322 -3.698801 1.214433 -1.2 0.3 0.4
H 2.414834 2.285324 4.741998 0.4 -0.8 -0.5
H 4.642248 0.457533 3.488437 0.0 -0.5 -0.3
H 5.937293 -1.188825 2.069001 -0.1 -0.1 0.2
H 4.600491 -3.046637 0.923708 -0.2 0.4 0.2
N -0.579016 -1.715477 5.230985 0.6 0.3 0.8
C -1.703453 -2.108649 4.434622 -0.3 -0.8 -1.2
C -2.597321 -0.937898 3.972683 -0.4 -0.4 0.1
C -3.811890 -1.362892 3.084660 0.3 0.1 0.5
C -3.568908 -2.367839 1.943680 -0.6 -0.3 0.1
N -3.165237 -1.666718 0.720666 0.3 0.5 0.1
H -0.326987 -2.403752 5.940004 -0.1 0.4 -0.3
H -0.657939 -0.793796 5.634362 -0.1 -0.1 0.2
H -2.323122 -2.899838 4.915530 0.1 0.6 -0.1
H -1.251509 -2.623766 3.554331 -0.5 0.2 0.2
H -2.016513 -0.134111 3.471573 0.0 -0.4 0.3
H -3.076572 -0.476126 4.862356 0.6 0.0 -0.4
H -4.207358 -0.415161 2.695420 -0.2 -0.3 -0.1
H -4.572803 -1.764166 3.767818 0.1 0.0 -0.2
H -4.484472 -3.015906 1.801148 0.8 0.7 0.1
H -2.737655 -3.026229 2.205506 -0.3 -0.2 0.0
H -3.831870 -0.934526 0.495080 0.0 -0.2 -0.1
H -3.108631 -2.288354 -0.078218 0.0 0.0 0.0
C -2.285700 2.526018 -1.140659 -0.5 -0.8 0.4
N -1.051760 3.247511 -1.297495 0.3 0.4 -0.2
C -1.106738 4.000454 -2.537105 -0.2 0.8 0.2
P 0.085507 3.221659 -0.093835 -0.2 -0.2 -1.2
O -0.289958 2.055851 0.776351 0.0 1.0 0.9
N 0.178953 4.695661 0.699465 0.5 0.3 1.1
C -0.413365 4.901631 2.026363 -1.0 -0.7 0.0
C 0.661815 6.026472 0.261103 -0.6 -0.3 -0.8
N 1.534635 2.975304 -0.805960 0.7 0.4 0.2
C 1.881754 2.694479 -2.186623 -0.2 0.3 -0.3
C 2.741406 2.925178 0.020472 0.0 1.0 0.6
H -2.321552 1.718490 -1.876230 -0.1 -0.2 0.1
H -3.160043 3.164559 -1.320711 0.2 0.2 0.2
H -2.336149 2.111783 -0.127738 -0.2 0.0 -0.4
H -1.512578 3.327829 -3.307935 0.4 0.2 0.0
H -0.126708 4.396472 -2.832528 -0.4 0.0 0.0
H -1.844444 4.839595 -2.439664 0.6 -0.4 -0.1
H -0.267015 4.008288 2.656261 -0.1 0.4 -0.2
H -1.504971 5.132069 1.957286 0.6 -0.2 0.1
H 0.057237 5.785486 2.466209 0.0 -0.4 0.2
H 1.381206 5.964296 -0.564288 -0.2 -0.1 0.1
H 1.146080 6.503719 1.133199 -0.1 -0.1 -0.7
H -0.223802 6.655126 -0.058444 1.0 -0.5 0.3
H 1.002067 2.698032 -2.829658 0.2 -0.2 0.1
H 2.365700 1.727576 -2.240585 0.0 -0.3 -0.1
H 2.596261 3.461924 -2.531861 -0.3 -0.1 0.0
H 2.544261 3.270157 1.063783 0.1 -0.2 -0.8
H 3.484904 3.593013 -0.448549 -0.1 -0.1 0.4
H 3.198218 1.936681 0.069439 -0.3 -0.3 -0.1
C -2.187790 -3.039197 -5.622167 -0.1 0.8 -0.6
C -1.209458 -3.728632 -4.732273 0.7 1.3 -0.1
C -1.180358 -5.091133 -4.540188 0.7 -0.1 0.6
C -0.265986 -5.618867 -3.618640 0.6 2.5 0.5
Cl -0.030222 -7.298546 -3.542127 0.0 -1.0 0.3
C 0.537831 -4.732717 -2.834422 -0.2 -0.8 -0.9
C 0.611983 -3.359055 -3.140509 -0.7 -0.1 -0.2
C -0.235481 -2.857544 -4.141606 -0.3 -1.3 0.3
O -0.227666 -1.584331 -4.639624 0.2 0.6 1.6
C 0.462501 -0.543892 -3.852802 1.0 -0.7 -2.2
C 0.253875 -0.429504 -2.365074 0.5 0.0 -0.5
O -0.941675 -0.324122 -2.059879 -0.9 0.0 1.9
O 1.290470 -0.358687 -1.649558 -1.0 0.0 0.6
H -2.938341 -3.713133 -6.060865 0.3 0.2 0.1
H -1.616645 -2.506800 -6.428617 -0.7 -0.4 0.5
H -2.693977 -2.246807 -5.025742 0.2 -0.5 -0.5
H -1.818074 -5.745481 -5.123114 -0.1 0.0 0.1
H 1.185002 -5.153423 -2.056537 -0.2 0.3 -0.3
H 1.282608 -2.687230 -2.589752 -0.2 -0.5 -0.2
H 0.091877 0.365190 -4.335358 0.1 0.0 0.2
H 1.540392 -0.630537 -4.054141 -0.2 -0.1 0.0
```
Positions in Å, forces in eV/Å.

Summary:
Orbital gap: 6.79 eV
Energy relative to the best compared isomer or geometry (same formula, charge and spin): 0.00 kJ/mol
Multiplicity: 1